Entry from the OMol25 dataset: the molecule C18H24N6O2S in a non-equilibrium geometry (the ωB97M-V functional and the def2-TZVPD basis).

energy: -42927.3267 eV
HOMO-LUMO gap: 8.59 eV
LUMO energy: 0.33 eV
relative energy (zero: lowest compared OMol25 entry of this formula, charge and spin): 22.8 kcal/mol

Each line ends with the Löwdin charge.
Element x y z (Å)
C 0.133 -8.299 0.454  -0.106
C 1.501 -7.848 0.951  -0.270
C 2.072 -6.716 0.088  -0.214
C 1.241 -5.492 0.180  -0.608
N 0.571 -4.991 -0.793  -0.006
N -0.122 -3.901 -0.482  0.006
C 0.013 -3.552 0.753  -0.574
N -0.606 -2.471 1.308  0.119
C -0.391 -2.087 2.597  -0.487
O 0.349 -2.691 3.344  0.001
C -1.155 -0.840 3.001  -0.081
C -0.580 0.427 2.354  -0.081
C -1.082 0.631 0.933  -0.428
O -1.775 -0.199 0.359  0.037
N -0.736 1.783 0.331  -0.045
C 0.031 2.845 0.946  -0.129
C 0.646 3.756 -0.115  -0.143
N -0.382 4.340 -0.943  -0.079
C -0.120 5.348 -1.826  -0.292
C 1.131 5.983 -1.906  -0.018
C 1.284 7.023 -2.798  -0.080
C 0.215 7.409 -3.596  -0.087
C -0.970 6.711 -3.456  -0.148
N -1.142 5.718 -2.603  0.104
C -1.602 3.569 -1.070  -0.128
C -1.282 2.084 -0.984  -0.102
S 1.068 -4.592 1.686  1.133
H 0.202 -8.667 -0.567  0.076
H -0.571 -7.471 0.467  0.069
H -0.257 -9.095 1.084  0.069
H 2.195 -8.690 0.929  0.105
H 1.422 -7.502 1.984  0.092
H 3.086 -6.484 0.422  0.110
H 2.106 -7.023 -0.959  0.118
H -1.198 -1.887 0.709  0.122
H -1.087 -0.756 4.086  0.124
H -2.201 -0.951 2.712  0.128
H 0.512 0.374 2.350  0.133
H -0.871 1.294 2.949  0.123
H -0.609 3.445 1.607  0.137
H 0.841 2.423 1.545  0.123
H 1.365 3.179 -0.717  0.138
H 1.195 4.550 0.401  0.124
H 1.962 5.668 -1.296  0.093
H 2.236 7.528 -2.877  0.106
H 0.305 8.218 -4.303  0.094
H -1.840 6.952 -4.054  0.106
H -2.054 3.818 -2.031  0.114
H -2.308 3.844 -0.277  0.132
H -2.180 1.478 -1.119  0.127
H -0.562 1.806 -1.761  0.140

Entry from the OMol25 dataset: a structure of composition C32H30BrF5HfN5O5S3 in a non-equilibrium geometry (the ωB97M-V functional and the def2-TZVPD basis).

energy: -168810.5740 eV
HOMO-LUMO gap: 6.04 eV
LUMO energy: 1.17 eV
charge: -1
relative energy (zero: lowest compared OMol25 entry of this formula, charge and spin): 30.9 kcal/mol

Each line ends with the Löwdin charge.
Element x y z (Å)
Hf 0.128 -0.045 0.059  1.335
C 1.091 3.988 4.409  -0.387
S 1.421 4.229 2.640  0.828
C 0.773 2.770 1.889  -1.137
S 1.191 2.503 0.271  0.564
N -0.042 2.061 2.626  -0.091
N -0.537 0.926 2.102  -0.184
C -1.564 0.470 2.720  -0.132
C -2.291 -0.660 2.210  -0.317
C -3.482 -1.044 2.830  -0.010
C -4.204 -2.100 2.323  -0.053
C -3.698 -2.772 1.220  -0.048
C -2.513 -2.330 0.662  -0.160
N -1.820 -1.289 1.115  0.030
H 0.902 4.963 4.851  0.023
H 0.223 3.345 4.498  0.016
H 1.960 3.522 4.871  0.026
H -1.954 1.011 3.576  0.134
H -3.828 -0.487 3.691  0.116
H -5.140 -2.404 2.774  0.109
H -4.202 -3.629 0.796  0.110
H -2.104 -2.847 -0.191  0.098
C -3.773 -0.721 -2.275  -0.026
C -2.482 -1.417 -2.504  -0.356
N -1.382 -1.365 -1.778  0.022
C -0.481 -2.198 -2.389  -0.158
C -1.044 -2.771 -3.498  -0.067
N -2.309 -2.261 -3.544  0.191
C -0.623 -3.765 -4.512  -0.493
O 0.584 -4.257 -4.385  0.136
O -1.399 -4.092 -5.384  0.087
C 0.908 -2.290 -1.888  -0.531
O 1.682 -3.108 -2.390  0.086
O 1.207 -1.472 -0.952  -0.175
H -3.608 0.342 -2.120  0.001
H -4.260 -1.107 -1.378  0.075
H -4.428 -0.870 -3.134  0.081
H -2.962 -2.490 -4.276  0.169
H 1.072 -3.838 -3.604  0.059
C 3.238 0.939 3.107  -0.058
C 3.887 -0.037 2.126  -0.360
C 3.654 0.280 0.659  -0.099
C 3.423 -1.439 2.447  -0.133
C 4.369 -2.258 3.051  -0.058
C 4.085 -3.552 3.438  -0.107
C 2.806 -4.018 3.210  -0.064
C 1.824 -3.238 2.613  -0.133
C 0.469 -3.902 2.461  -0.348
C 0.043 -3.982 0.994  -0.056
C -0.561 -3.210 3.359  -0.050
C 2.094 -1.899 2.211  -0.229
O 1.117 -1.130 1.697  -0.262
H 3.463 1.973 2.846  0.065
H 3.610 0.739 4.116  0.083
H 2.162 0.794 3.120  0.058
H 4.967 0.011 2.293  0.123
H 2.602 0.143 0.420  -0.026
H 4.217 -0.419 0.038  0.097
H 3.953 1.295 0.402  0.074
H 5.359 -1.851 3.227  0.105
H 4.833 -4.175 3.914  0.091
H 2.547 -5.027 3.512  0.102
H 0.564 -4.931 2.819  0.120
H -0.009 -2.985 0.569  0.028
H -0.932 -4.469 0.899  0.077
H 0.774 -4.556 0.423  0.096
H -0.547 -2.139 3.181  0.052
H -0.308 -3.376 4.409  0.084
H -1.572 -3.592 3.185  0.073
Br -2.101 1.531 -0.334  0.132
F 4.407 0.502 -6.476  0.102
C 3.421 0.604 -5.574  -0.152
C 2.113 0.764 -5.988  -0.154
F 1.845 0.813 -7.300  0.102
C 1.093 0.875 -5.063  -0.250
F -0.160 0.997 -5.517  0.070
C 1.332 0.858 -3.686  -0.516
S 0.054 1.063 -2.538  0.565
C 2.678 0.706 -3.310  -0.234
F 2.976 0.728 -2.013  0.057
C 3.704 0.568 -4.220  -0.148
F 4.971 0.425 -3.818  0.111